Computed, not measured: C37H40AsCoF3O3PSSi2 as an isolated structure, with ωB97M-V/def2-TZVPD.

Each line ends with the Mulliken charge.
Element x y z (Å)
Co -0.19002 -2.28692 -0.15318  0.1448
C 2.75559 -0.90393 0.85507  -1.3650
Si 2.04319 -2.14050 -0.38583  1.2335
C 2.88395 -3.78815 0.00157  -1.3826
C 2.50767 -1.65638 -2.14766  -0.1274
C 3.66122 -1.00894 -2.58293  -0.6151
C 3.87364 -0.79333 -3.93911  -0.7011
C 2.94414 -1.24449 -4.87144  -0.6880
C 1.79131 -1.89341 -4.44701  -0.4688
C 1.55742 -2.08935 -3.08828  0.3508
Si 0.05066 -2.89440 -2.28133  0.8585
C -1.54440 -2.44456 -3.18561  -1.1902
C 0.20965 -4.75928 -2.43960  -1.3825
H 3.84201 -1.03623 0.87156  0.5401
H 2.39973 -1.08727 1.87287  0.2032
H 2.55244 0.13358 0.59423  0.2587
H 3.14725 -4.30908 -0.92108  0.3281
H 2.25030 -4.45063 0.58980  0.3263
H 3.80610 -3.61228 0.56087  0.4418
H 4.39947 -0.66110 -1.86738  0.4430
H 4.76545 -0.27766 -4.27419  0.4238
H 3.11858 -1.08207 -5.92835  0.4281
H 1.06954 -2.22987 -5.18511  0.3604
H -1.44370 -2.73906 -4.23514  0.4417
H -1.83647 -1.39601 -3.14781  0.2429
H -2.36753 -3.02756 -2.76220  0.3344
H 1.21764 -5.09379 -2.19004  0.2960
H 0.00458 -5.04248 -3.47646  0.4226
H -0.49147 -5.28852 -1.79484  0.3748
F -0.49381 -5.11874 3.42077  -0.2292
C -1.02560 -3.96897 3.02238  0.7038
F -0.12662 -2.99393 3.21326  -0.1955
F -2.10185 -3.70409 3.75500  -0.2306
S -1.47108 -4.06230 1.24001  1.0764
O -0.15672 -4.17654 0.57240  -0.5985
O -2.37656 -5.14805 1.11392  -0.6609
O -1.96043 -2.70654 0.92459  -0.7258
C -0.41404 0.70392 1.15097  -0.9238
C -1.34633 0.11586 2.19926  -1.0734
As -1.45671 1.17936 3.86789  0.1386
C -2.15549 2.84992 3.13767  -0.0749
C -2.03646 3.99577 3.92468  -0.4124
C -2.55911 5.20721 3.49993  -0.5556
C -3.22339 5.28769 2.28286  -0.5685
C -3.36090 4.15228 1.50020  -0.6917
C -2.83027 2.93953 1.92427  0.2526
C 0.45297 1.61841 3.91799  -0.0839
C 1.29015 0.64361 4.45710  -0.3305
C 2.66985 0.78988 4.41328  -0.6753
C 3.22840 1.92592 3.84429  -0.4300
C 2.40107 2.91309 3.32720  -0.6796
C 1.02043 2.75978 3.36067  0.1993
P -0.51246 -0.11672 -0.48786  0.1818
C -2.18172 0.41006 -1.02594  1.1470
C -2.39286 1.70302 -1.50720  -0.8930
C -3.67308 2.13486 -1.81704  -0.7337
C -4.75711 1.28496 -1.64064  -0.7219
C -4.55481 -0.00048 -1.16167  -0.8543
C -3.27257 -0.44006 -0.86082  0.0682
C 0.55763 0.94049 -1.52246  1.5318
C 0.46645 0.84032 -2.90865  -0.0615
C 1.24854 1.63402 -3.73092  -0.7144
C 2.13249 2.54855 -3.17610  -0.8997
C 2.22151 2.66834 -1.79778  -0.6105
C 1.43663 1.87278 -0.97417  -0.6896
H 0.61862 0.62898 1.49127  0.1011
H -0.62773 1.76470 0.98753  0.9771
H -1.00895 -0.87150 2.51090  -0.1089
H -2.36228 -0.01723 1.82275  0.6523
H -1.52464 3.94204 4.87985  0.3983
H -2.45266 6.08797 4.12036  0.3951
H -3.63597 6.23150 1.95034  0.3892
H -3.88200 4.20112 0.55253  0.4214
H -2.95379 2.06957 1.28997  0.4007
H 0.86210 -0.24610 4.90799  0.4250
H 3.30757 0.01791 4.82489  0.4251
H 4.30375 2.04382 3.80977  0.3982
H 2.83054 3.80694 2.89121  0.4419
H 0.38819 3.53157 2.93835  0.3453
H -1.55590 2.37660 -1.64389  0.4616
H -3.82325 3.13793 -2.19602  0.5107
H -5.75681 1.62335 -1.88115  0.3953
H -5.39475 -0.66944 -1.02648  0.4693
H -3.12442 -1.44604 -0.49308  0.3328
H -0.22136 0.13699 -3.36003  0.1744
H 1.17003 1.52632 -4.80459  0.4518
H 2.74903 3.16716 -3.81545  0.3695
H 2.90264 3.38406 -1.35537  0.4448
H 1.52790 1.99225 0.09762  0.2142

Results
* gap between HOMO and LUMO (spin up / spin down): 8.810 / 8.811 eV
* net charge: 0
* highest occupied orbital energy (spin up / spin down): -8.57 / -8.57 eV
* ΔE to the lowest compared entry with this formula, charge and spin: 0.0 kJ/mol

---

Computed, not measured: C37H40BCl6F3INNbO4 as an isolated structure at a distorted geometry, with ωB97M-V/def2-TZVPD.

Each line ends with the Mulliken charge.
Element x y z (Å)
C -2.42425 -0.11425 -1.25706  -0.8778
C -1.69493 -0.12334 -0.02976  0.4970
Nb -0.16964 -0.11139 1.66856  -1.4288
C -0.14881 -2.33032 1.96268  0.4541
C -1.31476 -3.26177 1.35722  -0.3330
C -0.77215 -4.54231 0.49570  -0.8151
C 0.29535 -5.53424 1.17674  -0.5061
C 0.53797 -5.47427 2.77740  -0.0148
C 1.47084 -6.72651 3.38786  -0.4658
O 2.66249 -6.14601 4.09194  -0.3279
C 2.76477 -6.66745 5.46406  -0.5907
C 1.26607 0.06434 3.42538  -0.7960
O 2.34561 1.04749 3.28508  -0.0558
C 3.29700 0.97902 4.41651  0.8409
F 2.59645 1.17758 5.70787  -0.2643
F 4.36058 2.03722 4.29615  -0.2681
F 4.06568 -0.31936 4.47196  -0.2714
C -0.06410 2.15218 1.45638  -0.2164
C 1.12017 2.71486 0.47845  -0.1013
O 2.44204 2.60354 0.67416  -0.4965
I 0.51221 3.82619 -1.33387  -0.1088
B -1.96105 0.00768 3.15317  0.5283
C -2.71533 -1.31158 3.78794  -0.8892
O -2.46704 1.36243 3.52159  -0.5528
C 1.53396 -0.42013 0.11498  0.6502
C 2.90028 -1.02684 0.66332  -0.2033
C 4.13795 -1.28146 -0.36776  -0.6535
C 3.69527 -0.89415 -1.88971  -0.4018
C 2.22348 -0.32107 -2.15906  0.3439
N 1.08385 -0.02348 -1.25003  0.0948
H -2.87437 0.19352 -2.31917  0.2665
H 0.88767 -2.74703 1.53965  0.1551
H -0.09081 -2.54995 3.13545  0.1856
H -1.91551 -3.72930 2.27905  0.2402
H -2.13960 -2.74367 0.70401  0.1732
H -0.30624 -4.12757 -0.52123  0.1370
H -1.71371 -5.18851 0.15510  0.3448
H 1.33802 -5.39130 0.62565  0.2490
H -0.03123 -6.65160 0.91067  0.3317
H -0.44189 -5.29881 3.42781  0.2260
H 1.21935 -4.51548 2.98538  -0.0521
H 0.82366 -7.27090 4.19675  0.3324
H 1.90710 -7.41999 2.55315  0.2351
H 2.05718 -6.14714 6.24208  0.2370
H 3.86956 -6.51555 5.86746  0.2049
H 2.61391 -7.83971 5.39582  0.2741
H 1.75799 -1.00489 3.56270  0.4762
H 0.61031 0.21472 4.41292  0.2343
H 0.01178 2.62711 2.54578  0.1625
H -1.10404 2.52172 1.03388  0.4791
H -3.54865 -0.99616 4.57046  0.2214
H -3.30286 -1.86159 2.90674  0.2118
H -1.98673 -2.05016 4.33643  0.1906
H -3.47808 1.23383 3.53275  0.2405
H 3.03963 -1.30012 1.79504  0.1614
H 5.20669 -1.68627 -0.10373  0.2728
H 4.45218 -1.04041 -2.78368  0.2529
H 1.97197 -0.09100 -3.30580  -0.3902
Cl 2.67688 1.31178 -4.89413  -0.1581
C 1.30113 1.10979 -5.91970  0.5168
C 0.03701 0.77088 -5.42309  0.2432
Cl -0.26559 0.53668 -3.73827  0.0451
C -1.03656 0.61264 -6.30553  -0.4226
C -0.85168 0.79435 -7.67751  -0.0071
C 0.40618 1.13715 -8.17140  -0.7478
C 1.48098 1.29410 -7.29430  -0.4357
H -2.02187 0.34723 -5.92938  0.4068
H -1.68895 0.66869 -8.36009  -0.0115
H 0.55070 1.28181 -9.23962  0.3598
H 2.45885 1.56019 -7.68911  0.3849
Cl -1.02191 4.70568 5.28641  -0.1800
C 0.59242 5.09035 5.76730  -0.0875
C 0.93316 6.32248 6.33759  0.4850
Cl -0.23177 7.56569 6.62467  -0.2198
C 2.26019 6.57791 6.69818  -0.4517
C 3.24350 5.60791 6.49386  -0.5176
C 2.90301 4.37881 5.93082  -0.4754
C 1.57997 4.12045 5.56757  -0.0342
H 2.53498 7.53301 7.13981  0.3702
H 4.27434 5.81152 6.77428  0.3561
H 3.66761 3.62139 5.77391  0.3103
H 1.32424 3.15921 5.12766  0.4177
Cl -3.91747 0.20566 -8.86413  -0.1837
C -4.78696 1.69872 -8.86033  0.4546
C -4.47500 2.75214 -9.72777  0.2339
Cl -3.20077 2.65039 -10.89011  -0.1971
C -5.21053 3.94041 -9.67041  -0.4213
C -6.25500 4.07728 -8.75395  -0.4493
C -6.56905 3.02605 -7.89376  -0.4621
C -5.83610 1.83896 -7.94628  -0.4225
H -4.97415 4.76520 -10.33870  0.3834
H -6.82315 5.00365 -8.71179  0.3512
H -7.38431 3.13047 -7.18148  0.3562
H -6.08756 1.02496 -7.27021  0.3860

Results
* gap between HOMO and LUMO: 5.924 eV
* net charge: -1
* highest occupied orbital energy: -4.90 eV

---

Computed, not measured: C37H40Cl5CoN5O2P3 as an isolated structure at a distorted geometry, with ωB97M-V/def2-TZVPD.

Each line ends with the Mulliken charge.
Element x y z (Å)
Co -0.35706 -0.00370 -0.13096  -1.1868
C -3.03795 -4.31639 -0.07562  -1.4297
P -2.04483 -2.92454 -0.73669  1.4984
C -3.37870 -1.99986 -1.65687  -1.2484
C -1.16470 -3.65509 -2.15494  0.0489
C -1.29017 -4.97468 -2.57621  -0.7458
C -0.64914 -5.41264 -3.72646  -0.6999
C 0.09308 -4.52287 -4.48426  -0.7945
C 0.25768 -3.21435 -4.05349  -0.6868
C -0.31694 -2.78291 -2.85982  0.2223
P 0.20707 -1.16855 -2.11470  1.0912
C 0.43984 -0.17362 -3.64621  -1.5339
C 1.89859 -1.70894 -1.61649  -1.0205
H -3.59363 -4.82905 -0.86232  0.5045
H -3.74575 -3.90285 0.64349  0.3281
H -2.38957 -5.01384 0.45422  0.4149
H -3.40539 -2.28836 -2.70759  0.4769
H -3.21894 -0.92246 -1.59058  0.2231
H -4.34497 -2.22144 -1.20483  0.4522
H -1.91180 -5.66168 -2.01712  0.4060
H -0.75267 -6.44248 -4.04329  0.4045
H 0.56049 -4.85207 -5.40326  0.4119
H 0.86063 -2.54847 -4.65487  0.2936
H 1.30873 -0.50560 -4.21208  0.3448
H 0.54773 0.87654 -3.38918  0.3124
H -0.45061 -0.28191 -4.26605  0.4462
H 2.48176 -2.01557 -2.48686  0.4285
H 1.77347 -2.56536 -0.95190  0.4488
H 2.40024 -0.92407 -1.04946  -0.1179
Cl -0.67663 2.38195 -1.39849  -0.1707
C 0.33634 2.62292 0.00134  1.1273
C 0.84952 1.45350 0.54877  -0.4626
C 1.64551 1.60864 1.66895  0.6643
Cl 2.32362 0.19027 2.39715  -0.1496
C 1.95307 2.86771 2.19295  0.0958
Cl 2.99742 3.01811 3.55032  -0.1424
C 1.42395 4.01557 1.59741  0.6176
Cl 1.80485 5.57142 2.21682  -0.1704
C 0.58936 3.89526 0.48408  -0.6545
Cl -0.07340 5.28580 -0.28065  -0.1439
O 0.22606 -2.85084 2.60517  -0.7205
C -0.55484 -1.92705 2.61355  -0.5162
N -1.50181 -1.66253 3.57648  0.1303
C -2.41898 -0.59795 3.19637  3.7657
C -1.72563 -0.16831 1.90470  0.2327
O -2.03643 0.74603 1.10727  -0.8193
N -0.66621 -0.92072 1.65121  0.2379
C -3.82985 -1.13853 2.94220  -0.3194
C -4.40306 -1.98144 3.89148  -0.3999
C -5.67636 -2.49366 3.70660  -0.9824
C -6.40230 -2.16133 2.56978  -0.5076
C -5.84814 -1.30475 1.63251  -1.0830
C -4.56864 -0.79278 1.81731  0.2214
C -2.45347 0.56386 4.19023  -0.6242
C -3.34089 1.61671 3.98542  -0.0526
C -3.39624 2.66978 4.88369  -0.9756
C -2.57081 2.67967 6.00077  -0.5066
C -1.67823 1.63921 6.20230  -0.9791
C -1.61547 0.58613 5.29759  -0.4014
H -1.69265 -2.32286 4.30832  0.2321
H -3.86342 -2.23046 4.79883  0.3568
H -6.10685 -3.14620 4.45523  0.4181
H -7.39750 -2.56113 2.42378  0.4204
H -6.41426 -1.02565 0.75259  0.4557
H -4.14987 -0.11711 1.08254  0.5930
H -3.98786 1.61524 3.11678  0.4170
H -4.09128 3.48237 4.71472  0.4372
H -2.62483 3.49531 6.71066  0.4344
H -1.02637 1.64183 7.06677  0.4385
H -0.90114 -0.21165 5.45329  0.4552
C 5.03512 3.39960 -3.65279  -0.7829
N 5.12715 1.86981 -3.52855  0.1276
C 6.00168 1.54695 -2.30630  -0.7836
N 5.49611 2.17888 -1.14633  0.1926
C 5.42303 3.62559 -1.33258  -0.9709
N 4.55319 3.97598 -2.45361  0.1937
C 3.14415 3.67276 -2.18278  -1.4787
P 2.80153 1.85729 -1.86912  1.5884
C 3.76368 1.26837 -3.38149  -1.3381
C 4.22615 1.61636 -0.67718  -1.3237
H 4.37398 3.61374 -4.49146  0.3885
H 6.04387 3.74971 -3.87301  0.3744
H 5.57731 1.49897 -4.36547  0.3344
H 7.00338 1.90758 -2.54176  0.3737
H 6.01200 0.46341 -2.19561  0.3913
H 6.42551 4.00928 -1.52979  0.2961
H 5.04039 4.08479 -0.42329  0.3973
H 2.52860 4.01675 -3.01654  0.3840
H 2.82843 4.23275 -1.29992  0.4397
H 3.18334 1.50523 -4.27417  0.4810
H 3.86803 0.18399 -3.32214  0.5364
H 4.34952 0.55192 -0.46573  0.4460
H 3.96115 2.09477 0.26723  0.4701

Results
* ⟨S²⟩: 1.120
* gap between HOMO and LUMO (spin up / spin down): 7.063 / 7.298 eV
* net charge: +1
* highest occupied orbital energy (spin up / spin down): -10.11 / -10.15 eV
* 2S+1: 2
* ΔE to the lowest compared entry with this formula, charge and spin: 265.0 kJ/mol

---

> Which formula does entry 3 have?

C37H40Cl5CoN5O2P3